Record 1
One molecule with the formula C22H24N2O5. Source: OMol25; level of theory: ωB97M-V with the def2-TZVPD basis set.

Geometry as ORCA input:
```
! RIJCOSX wB97M-V def2-TZVPD def2/J DEFGRID3
* xyz 0 1
C -0.04 6.92 0.92
H 1.04 6.98 1.03
H -0.30 6.98 -0.14
H -0.50 7.76 1.45
O -0.57 5.77 1.52
C -0.28 4.52 1.05
C -0.99 3.50 1.68
C -0.83 2.17 1.33
C 0.06 1.83 0.32
C 0.79 2.83 -0.30
C 0.64 4.17 0.05
O 1.37 5.18 -0.56
C 2.28 4.84 -1.56
H 2.72 5.78 -1.88
H 1.79 4.37 -2.42
H 3.07 4.18 -1.19
H 1.50 2.56 -1.06
C 0.25 0.37 -0.04
N 1.02 0.20 -1.26
C 2.09 -0.62 -1.36
O 2.55 -1.22 -0.41
C 2.66 -0.71 -2.76
H 3.58 -1.28 -2.74
H 2.86 0.29 -3.15
H 1.94 -1.20 -3.41
H 0.62 0.60 -2.09
C -1.08 -0.33 -0.22
N -2.03 0.39 -0.75
C -3.23 -0.15 -0.97
C -3.53 -1.46 -0.68
C -2.52 -2.28 -0.16
C -2.71 -3.64 0.13
C -1.70 -4.45 0.61
C -0.40 -3.88 0.81
C -0.21 -2.54 0.56
C -1.24 -1.71 0.08
H 0.77 -2.13 0.70
O 0.60 -4.70 1.24
C 1.88 -4.15 1.47
H 2.50 -5.00 1.76
H 2.29 -3.68 0.57
H 1.85 -3.42 2.28
O -2.06 -5.74 0.82
C -1.18 -6.69 1.38
H -0.83 -6.38 2.37
H -0.33 -6.88 0.73
H -1.78 -7.60 1.48
H -3.68 -4.09 -0.03
H -4.51 -1.87 -0.87
H -3.96 0.52 -1.40
H 0.83 -0.10 0.76
H -1.39 1.41 1.84
H -1.68 3.79 2.45
*
```

**Orbital gap**: 8.4 eV



Record 2
A 2-piece molecular cluster, C11H18O overall. Source: OMol25; level of theory: ωB97M-V with the def2-TZVPD basis set.

Geometry as ORCA input:
```
! RIJCOSX wB97M-V def2-TZVPD def2/J DEFGRID3
* xyz 0 1
C 0.73 1.83 1.36
C 1.13 2.10 2.83
C 0.27 0.42 1.18
C -1.05 0.14 0.78
C 1.06 -0.69 1.41
C -1.50 -1.14 0.58
C 0.61 -2.00 1.35
C -0.72 -2.22 1.01
O -1.21 -3.48 1.07
H -0.01 2.57 1.14
H 1.59 2.04 0.71
H 1.04 3.13 3.15
H -1.69 0.98 0.56
H 2.09 -0.53 1.68
H -2.55 -1.32 0.36
H 1.34 -2.78 1.50
H -2.17 -3.60 1.01
H 2.16 1.78 3.08
H 0.58 1.42 3.49
C -0.20 1.71 -3.15
C 1.33 1.61 -3.10
C -0.73 0.53 -3.99
H -0.58 2.61 -3.65
H -0.74 1.82 -2.21
H 1.71 2.58 -2.77
H 1.61 0.84 -2.38
H -0.35 0.61 -5.01
H -1.82 0.51 -4.00
H 1.79 1.46 -4.05
H -0.41 -0.42 -3.58
*
```

**Orbital gap**: 9.2 eV



Record 3
C29H27BiNPS as an isolated structure. Source: OMol25; level of theory: ωB97M-V with the def2-TZVPD basis set.

Geometry as ORCA input:
```
! RIJCOSX wB97M-V def2-TZVPD def2/J DEFGRID3
* xyz 2 1
Bi 3.44 -13.38 9.15
C 2.21 -14.75 11.96
C 1.67 -13.46 12.06
C 2.51 -12.37 12.15
C 3.89 -12.53 12.15
C 4.44 -13.81 12.10
C 3.61 -14.93 11.99
H 1.59 -15.61 11.78
H 0.62 -13.31 12.03
H 2.07 -11.37 12.13
H 4.55 -11.66 12.14
H 5.51 -13.96 12.08
H 4.04 -15.90 11.86
C 0.49 -12.02 7.90
C 1.62 -11.35 7.21
C 1.35 -10.38 6.21
C 2.40 -9.82 5.50
C 3.71 -10.13 5.87
C 4.77 -9.52 5.18
C 6.07 -9.85 5.48
C 6.32 -10.81 6.49
C 5.30 -11.41 7.23
S 5.88 -12.37 8.55
C 3.94 -11.09 6.92
N 2.87 -11.68 7.57
H -0.48 -11.58 7.61
H 0.62 -11.91 9.00
H 0.45 -13.13 7.70
H 0.33 -10.12 5.99
H 2.26 -9.14 4.69
H 4.46 -8.79 4.45
H 6.88 -9.35 4.97
H 7.35 -11.10 6.72
C 3.48 -15.24 5.66
P 3.78 -15.38 7.47
C 2.47 -16.48 8.01
C 1.24 -16.54 7.35
C 0.16 -17.20 7.93
C 0.26 -17.78 9.18
C 1.49 -17.75 9.85
C 2.58 -17.15 9.24
C 5.34 -16.24 7.44
C 6.48 -15.47 7.17
C 7.76 -16.00 7.35
C 7.90 -17.29 7.87
C 6.79 -18.10 8.06
C 5.51 -17.57 7.83
H 3.38 -16.25 5.22
H 4.35 -14.73 5.21
H 2.55 -14.66 5.45
H 1.13 -16.05 6.39
H -0.79 -17.23 7.38
H -0.58 -18.27 9.63
H 1.61 -18.17 10.83
H 3.55 -17.15 9.75
H 6.34 -14.43 6.87
H 8.63 -15.41 7.08
H 8.89 -17.68 8.10
H 6.91 -19.11 8.39
H 4.63 -18.21 7.97
*
```

**Orbital gap**: 6.6 eV



Record 4
An isolated ion of composition C4H8N3 and charge +1. Source: OMol25; level of theory: ωB97M-V with the def2-TZVPD basis set.

Geometry as ORCA input:
```
! RIJCOSX wB97M-V def2-TZVPD def2/J DEFGRID3
* xyz 1 1
C 1.24 0.13 1.73
C 1.09 0.46 -0.81
C -0.90 -0.12 0.64
C -1.24 -0.24 -0.87
N 0.58 0.16 0.71
N 2.06 -0.13 2.54
N 0.08 -0.24 -1.42
H 0.99 1.64 -0.91
H 2.06 0.10 -1.05
H -1.51 0.59 1.10
H -0.91 -1.04 1.18
H -1.75 -1.18 -1.26
H -1.91 0.73 -1.15
H 2.56 0.42 3.21
H 0.29 -1.08 -2.00
*
```

**Orbital gap**: 9.9 eV



Record 5
An isolated ion of composition C4H8NO2 and charge -1. Source: OMol25; level of theory: ωB97M-V with the def2-TZVPD basis set.

Geometry as ORCA input:
```
! RIJCOSX wB97M-V def2-TZVPD def2/J DEFGRID3
* xyz -1 1
C -0.74 -0.11 2.19
C -0.55 0.43 0.77
N -0.13 -0.62 -0.15
C -0.08 -0.18 -1.53
C 1.41 0.06 -2.01
O 2.24 0.24 -1.08
O 1.59 0.03 -3.24
H -1.79 -0.25 2.43
H -0.24 0.49 2.94
H -0.25 -1.07 2.31
H -1.49 0.84 0.40
H 0.20 1.23 0.81
H 0.85 -0.81 0.09
H -0.65 0.73 -1.71
H -0.39 -0.99 -2.20
*
```

**Orbital gap**: 7.8 eV



Record 6
C5H9AsF6N3O5PSTi as an isolated structure. Source: OMol25; level of theory: ωB97M-V with the def2-TZVPD basis set.

Geometry as ORCA input:
```
! RIJCOSX wB97M-V def2-TZVPD def2/J DEFGRID3
* xyz -1 2
Ti 0.27 -0.75 -0.97
O -3.45 -1.29 -0.77
S -2.21 -0.60 -0.68
O -2.36 0.83 -0.27
O -1.24 -1.24 0.32
O -1.40 -0.65 -1.97
N 1.31 2.58 -6.18
C 1.57 1.92 -5.27
N 2.00 1.22 -4.25
C 1.46 0.54 -3.33
N 1.40 -0.16 -2.38
C -0.99 2.98 1.29
As -0.66 1.08 1.28
C 0.79 0.90 2.58
C -2.03 0.38 2.48
O 0.35 0.89 -0.11
H -1.26 3.34 2.28
H -1.80 3.17 0.59
H -0.09 3.47 0.93
H 0.51 1.27 3.56
H 1.66 1.43 2.20
H 1.03 -0.16 2.64
H -2.03 1.05 3.34
H -1.73 -0.63 2.77
H -2.99 0.35 1.98
F 1.75 -1.55 0.25
P 1.73 -3.19 -0.28
F 1.67 -4.68 -0.82
F 0.65 -3.47 0.85
F 0.44 -2.79 -1.33
F 2.94 -3.49 0.71
F 2.72 -2.74 -1.44
*
```

**Orbital gap (alpha / beta)**: 7.4 / 8.8 eV



Record 7
C2H6N2O as an isolated structure. Source: OMol25; level of theory: ωB97M-V with the def2-TZVPD basis set.

Geometry as ORCA input:
```
! RIJCOSX wB97M-V def2-TZVPD def2/J DEFGRID3
* xyz 0 1
C -0.82 -0.99 0.29
C 0.08 0.05 -0.24
N 0.50 1.26 1.22
O 0.16 -0.49 -2.06
N 0.67 1.01 -0.67
H 1.08 -0.68 -2.28
H -0.05 2.12 1.17
H 1.47 1.50 1.37
H -1.64 -1.12 -0.42
H -1.18 -0.71 1.28
H -0.27 -1.93 0.34
*
```

**Orbital gap (alpha / beta)**: 9.0 / 9.0 eV



Energy relative to the best compared isomer or geometry (same formula, charge and spin) for every record listed, in sequence, given in kcal/mol: 69.8; 14.2; 0.0; 88.9; 15.3; 17.3; 144.3.